Record 1
Below is C39H43NO2P2Zn as an isolated structure, with properties calculated with wB97M-V/def2-TZVPD.

The HOMO energy is -8.09 eV. The total energy is -113724.376 eV. The calculation puts the largest force on an atom at 0.49 eV/A. For the orbital gap, the calculation gives 8.59 eV.

Structure (ORCA input):
```
! wB97M-V def2-TZVPD RIJCOSX def2/J DEFGRID3
* xyz 0 1
Zn -0.5004 -0.0628 0.3261
O -0.8398 0.1330 -1.5313
C -0.4517 1.1465 -2.3842
C 0.1238 2.3668 -1.5793
C 1.3317 2.0694 -0.7345
C 2.5979 2.5311 -1.0521
C 3.6634 2.2002 -0.2308
C 3.4446 1.4233 0.8914
C 2.1561 0.9907 1.1680
C 1.8528 0.0909 2.3383
C 1.5426 -1.3885 1.8976
O 0.2986 -1.4658 1.2864
C 1.4905 -2.3112 3.1242
C 1.2209 -1.8421 4.4053
C 1.0684 -2.7220 5.4738
C 1.1792 -4.0892 5.2720
C 1.4452 -4.5690 3.9937
C 1.5983 -3.6872 2.9344
C 2.6955 -1.7968 0.9680
C 3.9769 -1.9998 1.4811
C 5.0505 -2.2467 0.6376
C 4.8576 -2.2887 -0.7391
C 3.5848 -2.0965 -1.2567
C 2.5081 -1.8597 -0.4063
N 1.1296 1.3290 0.3702
C 0.5484 0.6116 -3.4215
C 0.4925 -0.7425 -3.7417
C 1.3165 -1.2801 -4.7215
C 2.2289 -0.4741 -5.3917
C 2.2936 0.8767 -5.0841
C 1.4516 1.4137 -4.1151
C -1.7043 1.7066 -3.0989
C -2.9002 1.7247 -2.3831
C -4.0615 2.2536 -2.9284
C -4.0489 2.7731 -4.2180
C -2.8679 2.7532 -4.9441
C -1.7048 2.2250 -4.3900
H -0.6996 2.6629 -0.9219
H 0.3230 3.2049 -2.2475
H 2.7454 3.1444 -1.9308
H 4.6624 2.5439 -0.4698
H 4.2577 1.1301 1.5427
H 0.9603 0.4584 2.8520
H 2.6945 0.1055 3.0312
H 1.1229 -0.7785 4.5879
H 0.8617 -2.3342 6.4648
H 1.0649 -4.7756 6.1029
H 1.5326 -5.6358 3.8237
H 1.7991 -4.0676 1.9388
H 4.1337 -1.9698 2.5558
H 6.0391 -2.4069 1.0536
H 5.6950 -2.4754 -1.4010
H 3.4231 -2.1195 -2.3270
H 1.5158 -1.7110 -0.8141
H -0.2106 -1.3648 -3.2035
H 1.2526 -2.3362 -4.9579
H 2.8796 -0.8935 -6.1496
H 2.9944 1.5189 -5.6037
H 1.4997 2.4781 -3.9174
H -2.9002 1.2883 -1.3902
H -4.9804 2.2521 -2.3521
H -4.9531 3.1805 -4.6541
H -2.8482 3.1441 -5.9548
H -0.7994 2.2055 -4.9840
C -3.0697 -2.3591 1.8688
P -2.9581 -0.9911 0.6542
C -3.9104 -1.6907 -0.7463
C -4.1360 0.2558 1.3866
C -3.5541 1.6823 1.4894
P -1.8164 1.6903 2.1031
C -2.0753 1.3250 3.8829
C -1.4681 3.4875 2.1640
H -4.1056 -2.6705 2.0232
H -2.6259 -2.0582 2.8201
H -2.4832 -3.1983 1.4914
H -4.9654 -1.8075 -0.4913
H -3.4904 -2.6699 -0.9819
H -3.8072 -1.0588 -1.6303
H -4.4061 -0.1042 2.3814
H -5.0517 0.2643 0.7938
H -4.1715 2.3046 2.1422
H -3.5429 2.1612 0.5057
H -2.8486 1.9664 4.3113
H -1.1397 1.4836 4.4235
H -2.3575 0.2786 4.0136
H -2.2449 4.0313 2.7056
H -1.3995 3.8788 1.1474
H -0.5065 3.6535 2.6518
*
```

---

Record 2
Below is a 9-piece molecular cluster, C17H33Br16Cl3 overall, with properties calculated with wB97M-V/def2-TZVPD.

The HOMO energy (alpha / beta) is -0.51 / -6.28 eV. The total energy is -1176410.970 eV. The calculation puts the largest force on an atom at 4.08 eV/A. For the orbital gap (alpha / beta), the calculation gives 2.49 / 8.25 eV. Its expectation value of S² is 0.75.

Structure (ORCA input):
```
! wB97M-V def2-TZVPD RIJCOSX def2/J DEFGRID3
* xyz -1 2
Br -3.9316 -6.9981 -0.6153
C -2.2757 -5.9295 -0.7823
C -2.1350 -5.0497 0.4526
Br -0.6475 -3.7896 0.2796
H -2.4206 -5.3052 -1.6639
H -1.5079 -6.6994 -0.8583
H -2.0257 -5.6059 1.3837
H -2.9968 -4.3998 0.6047
Br 2.0772 0.9492 2.1476
C 0.7354 0.7549 0.6409
C -0.3990 -0.2153 1.0007
Br -1.7850 -0.2106 -0.4789
H 1.2840 0.3851 -0.2254
H 0.4356 1.7539 0.3243
H -0.8604 -0.0449 1.9735
H 0.0736 -1.1975 0.9940
Br -5.0293 1.2004 -0.4890
C -5.4090 0.3356 1.2948
C -5.0648 -1.2002 1.2644
Br -4.8687 -1.9469 3.0788
H -6.4476 0.5393 1.5554
H -4.7527 0.8331 2.0089
H -4.0934 -1.2998 0.7802
H -5.8756 -1.7411 0.7764
Br 5.1355 2.0511 -5.9183
C 4.0552 1.5582 -4.3259
C 4.4250 2.4050 -3.1534
Br 3.4686 1.6526 -1.6158
H 4.4277 0.5560 -4.1139
H 2.9926 1.4546 -4.5455
H 4.1598 3.4462 -3.3368
H 5.5026 2.2737 -3.0554
Br 0.9470 -2.1166 -4.2862
C -1.0122 -1.6506 -4.1682
C -1.2064 -0.4226 -5.0994
Br -0.9607 -0.9924 -6.9844
H -1.1321 -1.3262 -3.1346
H -1.7223 -2.4570 -4.3516
H -0.4953 0.3638 -4.8464
H -2.1497 0.0570 -4.8380
Br -0.3158 5.1591 0.4350
C 1.6909 5.5246 0.3834
C 2.3577 4.1818 0.5539
Br 4.3019 4.2685 0.3281
H 2.0381 6.1668 1.1928
H 1.9907 5.8215 -0.6217
H 1.9008 3.5735 -0.2267
H 2.1392 3.5580 1.4207
Br 2.6880 -1.8513 -1.0025
C 3.9968 -2.4863 0.4294
C 5.1765 -1.4565 0.5792
Br 6.1805 -1.6161 2.2532
H 4.4104 -3.4095 0.0234
H 3.4055 -2.7396 1.3094
H 4.6636 -0.4981 0.4980
H 5.8184 -1.4667 -0.3016
Br -4.9874 2.5637 4.1578
C -3.8703 4.1239 3.6596
C -3.3750 3.9356 2.1925
Br -2.0490 2.4015 2.3622
H -3.0470 4.2487 4.3630
H -4.4942 5.0112 3.7668
H -2.9301 4.8320 1.7605
H -4.1393 3.6795 1.4588
C 1.5414 -3.1511 4.3964
Cl 0.5859 -1.7599 3.9155
Cl 3.2122 -2.6492 4.8373
Cl 1.5897 -4.2848 2.9992
H 1.0053 -3.6514 5.2029
*
```

---

Record 3
Below is a 2-piece molecular cluster, C3H10NO2 overall, with properties calculated with wB97M-V/def2-TZVPD.

The HOMO energy is -14.40 eV. The total energy is -8849.505 eV. The calculation puts the largest force on an atom at 4.56 eV/A. For the orbital gap, the calculation gives 10.89 eV.

Structure (ORCA input):
```
! wB97M-V def2-TZVPD RIJCOSX def2/J DEFGRID3
* xyz 1 1
O -2.0610 2.3799 -0.7093
C -1.6409 1.3148 -0.6118
C -0.7396 1.1320 0.6949
N 0.0518 -0.1779 0.4300
C 1.0330 -0.6705 1.4697
H -1.7336 0.5048 -1.3297
H 0.0997 1.8452 0.6995
H -1.3213 1.1732 1.6665
H -0.6256 -0.9536 0.1622
H 0.5566 0.1489 -0.5874
H 1.1510 0.2922 2.0922
H 2.0548 -1.0527 0.9722
H 0.6398 -1.6081 1.8898
H 0.7667 -1.0202 -2.8675
H 1.1132 -2.0698 -2.0071
O 0.6554 -1.2382 -1.9641
*
```

---

Record 4
Below is an isolated ion of composition C19H39ClN5O2 and charge +1, with properties calculated with wB97M-V/def2-TZVPD.

The HOMO energy is -12.59 eV. The total energy is -44394.262 eV. The calculation puts the largest force on an atom at 0.42 eV/A. For the orbital gap, the calculation gives 10.35 eV.

Structure (ORCA input):
```
! wB97M-V def2-TZVPD RIJCOSX def2/J DEFGRID3
* xyz 1 1
C 2.6398 -0.7109 2.4378
C 3.2297 0.6925 2.6353
C 4.7574 0.7226 2.7148
C 5.5310 0.2014 1.4954
C 5.1420 0.8535 0.1614
C 3.9936 0.2099 -0.6244
C 4.2263 -1.2536 -1.0338
C 2.9315 -2.0425 -1.2083
C 2.0138 -1.4622 -2.3045
C 0.8223 -0.6470 -1.7548
C -0.5396 -1.1995 -2.2219
C -1.6591 -0.9199 -1.2726
N -2.3932 -1.8795 -0.7171
C -3.2113 -1.2547 0.1323
N -4.0986 -1.8298 0.9507
C -4.2595 -3.2656 1.0345
O -3.0110 -3.8265 1.3815
O -2.7836 -4.9898 0.5988
N -3.0349 0.0772 0.0859
N -3.7150 0.9960 0.8585
C -5.0202 1.4052 0.3013
C -5.7507 2.2754 1.3223
N -2.0227 0.2992 -0.8418
C -1.4799 1.6035 -1.2218
C -2.4881 2.6838 -1.5902
C -1.7457 3.9401 -2.0247
Cl -1.0284 4.7586 -0.6073
H 3.3556 -1.3967 1.9818
H 1.7625 -0.6882 1.7859
H 2.3213 -1.1469 3.3850
H 2.8517 1.1028 3.5751
H 2.8792 1.3754 1.8566
H 5.0869 1.7408 2.9387
H 5.0504 0.1149 3.5785
H 6.5831 0.4324 1.6806
H 5.4795 -0.8883 1.4497
H 6.0128 0.9223 -0.4958
H 4.8623 1.8903 0.3825
H 3.8715 0.7943 -1.5438
H 3.0470 0.3073 -0.0863
H 4.7937 -1.2764 -1.9693
H 4.8503 -1.7613 -0.2957
H 2.4009 -2.0788 -0.2528
H 3.1805 -3.0753 -1.4612
H 2.6172 -0.7930 -2.9214
H 1.6554 -2.2584 -2.9584
H 0.8440 -0.6664 -0.6616
H 0.9320 0.3939 -2.0615
H -0.4833 -2.2875 -2.2410
H -0.8035 -0.8495 -3.2230
H -4.6805 -1.2359 1.5169
H -4.6081 -3.6944 0.0944
H -4.9911 -3.4534 1.8238
H -3.2718 -5.6757 1.0799
H -3.1127 1.7821 1.0756
H -4.9018 1.9524 -0.6365
H -5.5901 0.5019 0.0834
H -5.3811 2.0584 2.3264
H -6.8184 2.0704 1.3178
H -5.5860 3.3359 1.1378
H -0.7788 1.9504 -0.4599
H -0.8980 1.3909 -2.1158
H -3.1148 2.3438 -2.4186
H -3.1205 2.9707 -0.7532
H -2.4195 4.6457 -2.5006
H -0.9236 3.7122 -2.7013
*
```

---

Record 5
Below is C8H10OS as an isolated structure, with properties calculated with wB97M-V/def2-TZVPD.

The HOMO energy is -8.17 eV. The total energy is -21337.850 eV. The calculation puts the largest force on an atom at 3.82 eV/A. For the orbital gap, the calculation gives 8.98 eV.

Structure (ORCA input):
```
! wB97M-V def2-TZVPD RIJCOSX def2/J DEFGRID3
* xyz 0 1
C 2.6943 -0.8711 -0.3677
C 3.1920 0.2806 0.0849
C 1.2880 -0.8269 -0.4189
C 0.7710 0.3870 -0.0282
C -0.5678 -0.4401 0.2347
C -0.8117 -0.4734 1.7273
C -1.8400 1.3106 -1.1486
C -1.8059 -0.1380 -0.6111
O 0.1994 -1.6306 -0.2440
S 1.9671 1.4609 0.4442
H 3.4302 -1.6686 -0.6941
H 4.2544 0.5220 -0.0163
H -0.1315 0.1472 2.4244
H -0.6446 -1.5406 2.0542
H -1.8723 -0.2913 1.9891
H -2.1702 2.1495 -0.4101
H -2.5272 1.3242 -2.0519
H -0.8830 1.5639 -1.4052
H -1.8210 -0.8106 -1.5053
H -2.7213 -0.4548 -0.0576
*
```

---

Record 6
Below is the molecule C5H8O, with properties calculated with wB97M-V/def2-TZVPD.

The HOMO energy is -9.21 eV. The total energy is -7358.316 eV. The calculation puts the largest force on an atom at 1.50 eV/A. For the orbital gap, the calculation gives 10.30 eV.

Structure (ORCA input):
```
! wB97M-V def2-TZVPD RIJCOSX def2/J DEFGRID3
* xyz 0 1
C 1.1676 0.3559 1.3248
C 0.3147 0.7300 0.1480
C 0.2538 -0.3804 -1.1362
C -0.9259 -1.0853 -0.4342
C -1.1172 0.4072 -0.2866
O -0.6725 0.6050 -1.6751
H 1.0625 -0.7060 1.5406
H 2.1898 0.5403 0.9680
H 1.0217 0.9600 2.2274
H 0.3918 1.8264 -0.0196
H 0.7822 -0.9564 -1.9340
H -0.7849 -1.7092 0.4528
H -1.6508 -1.5280 -1.1247
H -2.0328 0.9405 -0.0512
*
```